{
  "formula": "C5H7LiO4",
  "method": "wB97M-V/def2-TZVPD",
  "gap_ev": [6.159, 6.652],
  "lumo_ev": [2.990, 2.989],
  "s2": 0.754,
  "relative_energy_kcal_mol": 0.00,
  "total_charge": -1,
  "e_tot_ev": -13692.099,
  "multiplicity": 2,
  "elements": ["O", "Li", "C", "C", "H", "H", "H", "H", "C", "C", "H", "H", "O", "C", "O", "O", "H"],
  "positions_angstrom": [[-2.43599, 1.31409, 0.64791], [-0.94054, 0.49107, -0.20445], [-2.27658, 0.97807, 1.96507], [-0.88043, 0.57911, 2.36161], [-2.56522, 1.81775, 2.66304], [-2.95281, 0.14593, 2.30302], [-0.04317, 1.14298, 1.93269], [-0.78381, -0.17862, 3.14776], [0.81365, -1.81940, 1.05036], [0.38316, -1.13958, -0.05676], [0.12770, -2.55188, 1.48810], [1.83309, -1.78227, 1.46304], [1.57814, -0.62502, -0.75282], [1.48657, 0.47521, -1.44176], [0.57860, 1.29172, -1.43084], [2.65924, 0.73142, -2.03229], [2.56868, 1.53642, -2.55763]],
  "atomic_forces_ev_per_a": [[0.59, -0.27, -0.14], [-0.73, 0.32, 0.06], [-0.13, 0.01, 0.17], [-0.61, 0.21, 0.23], [0.00, -0.03, -0.14], [0.13, 0.11, -0.14], [-0.13, -0.39, 0.42], [0.50, 0.38, -0.36], [-0.34, 0.08, -1.38], [0.33, -1.15, 1.10], [0.01, 0.74, 0.28], [-0.19, -0.20, -0.45], [0.68, 0.47, -0.35], [-0.10, 0.20, 1.76], [-0.39, -0.33, -0.38], [0.60, -0.13, -0.85], [-0.22, -0.01, 0.19]],
  "lowdin_charge": [-0.434, 0.589, -0.598, -0.041, 0.082, 0.080, 0.040, 0.033, -0.118, -0.227, 0.022, 0.034, -0.051, -0.681, 0.026, 0.124, 0.120]
}

---

{
  "formula": "C2H22N4O9",
  "method": "wB97M-V/def2-TZVPD",
  "gap_ev": 7.606,
  "lumo_ev": -1.106,
  "relative_energy_kcal_mol": 37.59,
  "smiles": "NC(N)=O.NC(N)=O.O.O.O.O.O.O.O",
  "e_tot_ev": -26819.972,
  "elements": ["N", "C", "N", "O", "H", "H", "H", "H", "N", "C", "N", "O", "H", "H", "H", "H", "O", "H", "H", "O", "H", "H", "O", "H", "H", "O", "H", "H", "O", "H", "H", "O", "H", "H", "O", "H", "H"],
  "positions_angstrom": [[-1.85970, 1.53292, 2.18345], [-2.38564, 2.72149, 2.25742], [-2.03865, 3.61460, 1.41330], [-3.34697, 2.92490, 3.00189], [-2.05845, 0.91702, 2.95886], [-1.26906, 1.23449, 1.42046], [-2.48633, 4.51994, 1.42062], [-1.29174, 3.44007, 0.75622], [4.94785, -1.87140, 0.76994], [4.69448, -0.61411, 0.53261], [3.46931, -0.26348, 0.53044], [5.61500, 0.20479, 0.47451], [4.09435, -2.30989, 1.08516], [5.88683, -2.23635, 0.84206], [3.17976, 0.70223, 0.46969], [2.77887, -0.96961, 0.74203], [0.33139, -0.58989, -3.28477], [1.07015, -1.19829, -3.26655], [0.59379, 0.08762, -3.90795], [-3.52439, 1.43753, -1.48911], [-3.15695, 0.55416, -1.51899], [-4.06909, 1.49754, -2.27393], [0.00126, -2.12378, 1.67646], [-0.72520, -2.42180, 1.12903], [-0.13531, -2.56251, 2.51616], [-0.28486, -0.05044, -0.06412], [-0.04005, -0.80059, 0.47771], [-0.73691, -0.43441, -0.81542], [1.03512, -3.04686, -0.64019], [1.03028, -2.76800, 0.27548], [0.11992, -3.24932, -0.83424], [-2.29574, -1.11912, -1.86308], [-2.25699, -1.80305, -1.19452], [-1.96938, -1.54146, -2.65765], [-0.78300, 2.52907, -1.11260], [-1.66440, 2.28333, -1.39360], [-0.46955, 1.77266, -0.61678]],
  "atomic_forces_ev_per_a": [[2.16, -3.36, 0.00], [-4.36, 0.12, 2.17], [2.31, 3.27, -3.20], [-0.14, 0.19, 1.32], [-0.01, 0.09, -0.45], [0.00, -0.09, 0.30], [0.04, -0.46, 0.09], [-0.16, 0.28, -0.21], [-0.91, -3.28, 0.27], [5.79, 3.00, 0.62], [-5.55, 0.81, -0.14], [0.15, 0.36, -0.77], [1.01, -1.31, 0.08], [-0.51, 0.18, 0.16], [0.28, -0.33, 0.01], [-0.26, 0.59, -0.29], [-0.35, -0.22, 0.06], [0.27, -0.18, 0.13], [0.00, 0.29, -0.11], [0.06, 0.47, 0.17], [0.11, -0.47, -0.07], [-0.16, 0.10, -0.17], [0.11, -0.14, 0.22], [-0.47, -0.18, 0.09], [0.06, -0.03, 0.45], [0.04, 0.21, 0.28], [0.34, 0.32, 0.34], [-0.13, 0.15, -0.79], [0.28, -0.09, -0.61], [0.09, -0.02, 0.36], [-0.10, -0.21, -0.20], [0.00, -0.08, 0.32], [-0.36, -0.21, 0.18], [0.30, 0.13, -0.51], [0.49, 0.58, 0.02], [-0.68, -0.06, -0.10], [0.27, -0.40, -0.02]],
  "lowdin_charge": [0.174, -0.800, 0.184, -0.014, 0.114, 0.065, 0.129, 0.081, 0.166, -0.801, 0.184, 0.004, 0.099, 0.127, 0.135, 0.093, -0.037, 0.038, 0.046, -0.040, -0.012, 0.048, -0.033, 0.057, 0.088, -0.050, -0.018, 0.000, -0.041, -0.020, 0.023, -0.029, 0.054, 0.059, -0.057, 0.000, -0.017]
}